{
  "formula": "C21H57N18O9P",
  "method": "the ωB97M-V functional and the def2-TZVPD basis",
  "species": ["C", "C", "P", "C", "C", "C", "C", "C", "C", "C", "C", "C", "C", "H", "H", "H", "H", "H", "H", "H", "H", "H", "H", "H", "H", "H", "H", "H", "H", "H", "H", "H", "H", "H", "N", "C", "N", "O", "H", "H", "H", "H", "N", "C", "N", "O", "H", "H", "H", "H", "N", "C", "N", "O", "H", "H", "H", "H", "N", "C", "N", "O", "H", "H", "H", "H", "N", "C", "N", "O", "H", "H", "H", "H", "N", "C", "N", "O", "H", "H", "H", "H", "N", "C", "N", "O", "H", "H", "H", "H", "N", "C", "N", "O", "H", "H", "H", "H", "N", "C", "N", "O", "H", "H", "H", "H"],
  "coordinates": [[-0.103056, -1.953728, 3.606607], [-0.078670, -1.161076, 2.694716], [0.075942, -0.100075, 1.249670], [0.891958, -1.278066, 0.065520], [1.026813, -0.735767, -1.366172], [1.022405, -1.976652, -2.335017], [0.138893, -1.728709, -3.601407], [2.448919, -2.380294, -2.701365], [2.518490, -3.541650, -3.736976], [1.859876, -4.814736, -3.260825], [1.047108, -5.629173, -4.010295], [-0.366453, -5.250677, -4.462391], [1.482646, -7.020761, -4.426165], [0.101781, -2.847094, 4.145831], [-1.232455, 0.146828, 0.754392], [1.864161, -1.507651, 0.509082], [0.323053, -2.211399, 0.103561], [1.996366, -0.236867, -1.454314], [0.256415, -0.019006, -1.660695], [0.549135, -2.829218, -1.832640], [-0.269379, -2.684139, -3.924300], [0.783858, -1.359246, -4.403608], [-0.657025, -1.041225, -3.316284], [2.966165, -1.509281, -3.127200], [3.020350, -2.717949, -1.826897], [3.582101, -3.766411, -3.874528], [2.149553, -3.188015, -4.704991], [2.081403, -5.125889, -2.232003], [-0.346740, -4.488077, -5.255933], [-0.866554, -6.125375, -4.879564], [-0.927553, -4.854731, -3.617677], [0.622099, -7.691530, -4.293505], [2.348364, -7.350875, -3.847529], [1.745363, -7.034104, -5.486850], [-2.312819, -1.688791, -6.217012], [-2.200780, -2.772003, -7.042158], [-3.322050, -3.552754, -7.127924], [-1.179903, -3.026026, -7.654859], [-3.141833, -1.462748, -5.702434], [-1.507303, -1.095746, -6.129706], [-3.274296, -4.357024, -7.724677], [-4.171781, -3.363144, -6.632701], [-4.088615, -1.496191, 3.859933], [-4.524903, -1.721506, 5.139920], [-3.532183, -1.891095, 6.055157], [-5.710128, -1.764425, 5.428147], [-3.119810, -1.456842, 3.603120], [-4.787010, -1.365671, 3.153119], [-3.807276, -2.056358, 7.004214], [-2.554706, -1.853724, 5.837182], [2.396686, 2.075138, -6.146723], [1.984890, 1.957900, -4.850227], [2.974492, 1.820336, -3.941715], [0.795758, 1.972327, -4.529563], [3.358543, 2.067295, -6.425795], [1.686692, 2.175827, -6.848349], [2.706160, 1.730240, -2.980615], [3.949340, 1.807041, -4.169943], [-1.750417, 0.786667, 9.002132], [-1.159947, -0.407909, 8.712585], [-0.297516, -0.874688, 9.661284], [-1.389021, -1.013000, 7.677177], [-1.580139, 1.306878, 9.842629], [-2.393923, 1.151468, 8.325594], [0.153750, -1.751185, 9.478648], [-0.096619, -0.391935, 10.516057], [0.490611, 7.098884, -3.624203], [0.885456, 6.063020, -4.436051], [0.688266, 4.817063, -3.920862], [1.375602, 6.252315, -5.534789], [0.084461, 6.971204, -2.718145], [0.621508, 8.029507, -3.973426], [0.963931, 4.029850, -4.486692], [0.286923, 4.644589, -3.019807], [0.444703, -5.404174, 0.568673], [1.803835, -5.256977, 0.617118], [2.249330, -4.319279, 1.507396], [2.558725, -5.908420, -0.080893], [-0.193197, -4.876514, 1.134198], [0.080890, -6.082603, -0.074629], [3.240634, -4.180498, 1.568858], [1.643123, -3.770477, 2.089030], [-2.138255, 5.990198, 7.174200], [-1.629714, 4.849590, 7.702766], [-2.060412, 3.696720, 7.094553], [-0.848775, 4.830709, 8.644606], [-2.790729, 6.011836, 6.389253], [-1.847166, 6.854214, 7.591299], [-1.702640, 2.832526, 7.452994], [-2.698332, 3.679063, 6.321498], [-2.507825, 6.057820, 2.988224], [-3.489410, 6.660942, 3.715935], [-4.510254, 7.194353, 2.992060], [-3.454666, 6.718845, 4.937872], [-2.514710, 5.997505, 1.988362], [-1.740564, 5.655901, 3.495815], [-5.247634, 7.644835, 3.502122], [-4.560647, 7.159776, 1.992081], [3.882873, 4.265888, -0.474544], [4.425613, 3.030740, -0.672001], [5.274350, 2.603483, 0.305347], [4.167900, 2.356947, -1.658456], [4.078201, 4.838323, 0.324136], [3.256004, 4.608564, -1.179971], [5.689904, 1.698234, 0.187674], [5.499276, 3.140122, 1.121006]],
  "forces_ev_per_a": [[0.638, -0.201, -0.768], [-0.817, 0.043, -0.721], [1.182, 0.968, 0.512], [-0.831, 0.131, 0.573], [0.360, -1.299, -0.177], [-0.404, 0.543, -0.448], [1.035, -0.339, 0.834], [0.199, -0.411, -0.685], [-1.349, 1.348, 1.170], [-0.009, -0.040, -0.212], [-0.262, -0.088, -0.261], [1.209, 0.724, -1.443], [-1.210, -0.300, 1.866], [-0.326, 0.140, 0.645], [-0.014, -0.849, 0.186], [-0.028, 0.114, -0.058], [0.064, 0.063, -0.249], [-0.167, 0.173, -0.027], [-0.080, -0.095, 0.217], [0.128, 0.130, 0.182], [-0.141, 0.172, -0.118], [-0.411, 0.401, -0.048], [-0.048, 0.035, -0.459], [-0.016, -0.027, 0.136], [-0.171, 0.234, 0.127], [-0.117, -0.238, -0.065], [-0.119, -0.247, 0.023], [1.642, -0.830, -0.780], [-0.280, -0.040, 0.065], [-0.042, 0.067, 0.066], [-0.007, -0.091, -0.024], [0.418, -0.430, -0.134], [-0.067, -0.095, -0.061], [0.004, 0.346, 0.038], [0.102, 0.093, -0.006], [-0.029, 0.040, 0.045], [-0.039, -0.114, -0.052], [0.004, -0.030, 0.020], [-0.008, -0.026, -0.008], [-0.010, -0.005, 0.041], [0.017, 0.011, 0.002], [0.017, 0.030, 0.012], [-0.042, 0.058, -0.233], [0.111, -0.094, 0.130], [-0.258, -0.170, -0.167], [0.004, 0.041, -0.073], [0.047, -0.006, 0.053], [-0.019, -0.014, 0.033], [0.091, 0.068, 0.034], [0.026, 0.170, 0.146], [-0.345, 0.029, -0.131], [0.327, -0.438, -0.105], [-0.457, -0.210, -0.189], [0.093, 0.095, -0.164], [0.017, 0.023, 0.053], [0.026, 0.029, -0.006], [0.233, 0.129, 0.091], [0.025, 0.084, 0.079], [-0.027, 0.073, -0.082], [0.037, 0.086, 0.093], [0.049, -0.127, -0.013], [0.136, -0.071, 0.031], [0.022, 0.038, -0.030], [-0.153, -0.103, 0.099], [-0.004, 0.009, -0.002], [-0.020, 0.037, -0.019], [0.040, 0.189, 0.001], [-0.054, -0.163, 0.106], [0.252, 0.203, -0.160], [0.006, 0.081, 0.016], [-0.022, -0.044, -0.016], [-0.004, -0.017, -0.013], [-0.310, -0.053, 0.177], [-0.059, -0.041, -0.035], [-0.084, -0.031, -0.079], [-0.068, 0.027, 0.061], [0.099, 0.090, 0.094], [0.006, 0.008, 0.029], [0.034, 0.020, 0.019], [0.018, 0.005, -0.013], [-0.003, -0.037, -0.008], [-0.033, 0.024, -0.053], [-0.188, -0.221, -0.073], [-0.011, 0.307, 0.114], [-0.033, -0.252, 0.001], [-0.027, -0.165, -0.033], [0.499, 0.138, 0.402], [0.002, -0.019, 0.023], [0.178, 0.049, -0.077], [-0.018, 0.084, 0.014], [0.123, -0.080, 0.119], [0.006, -0.031, -0.208], [-0.100, 0.090, 0.108], [-0.352, 0.093, -0.410], [-0.041, 0.006, -0.001], [0.002, 0.021, -0.014], [0.006, -0.011, -0.004], [0.031, -0.014, 0.000], [-0.139, 0.054, -0.092], [0.026, 0.079, 0.130], [0.062, -0.122, -0.026], [0.167, -0.019, 0.348], [0.031, -0.026, 0.010], [0.049, 0.000, -0.026], [-0.006, 0.008, -0.001], [-0.021, 0.023, -0.012]],
  "lowdin_charge": [0.0043, -0.4165, 0.8383, -0.4396, -0.2147, -0.3595, -0.0515, -0.1871, -0.1816, -0.0920, -0.3098, -0.0594, -0.0698, 0.0253, -0.0688, 0.0709, 0.0557, 0.0969, 0.0926, 0.1132, 0.0401, 0.0810, 0.0709, 0.1083, 0.1142, 0.1137, 0.1072, 0.0882, 0.0666, 0.0683, 0.0695, 0.0641, 0.0781, 0.0877, 0.1563, -0.6955, 0.1461, 0.0196, 0.0917, 0.0976, 0.1004, 0.0879, 0.1441, -0.6908, 0.1507, 0.0121, 0.0637, 0.0953, 0.0977, 0.0614, 0.1628, -0.6917, 0.1646, -0.0212, 0.0956, 0.1062, 0.0637, 0.0978, 0.1608, -0.6673, 0.1537, 0.0098, 0.1043, 0.0892, 0.1028, 0.0956, 0.1344, -0.6875, 0.1643, 0.0229, 0.0804, 0.0964, 0.0572, 0.0916, 0.1591, -0.6866, 0.1595, 0.0201, 0.0884, 0.1037, 0.1049, 0.0652, 0.1514, -0.6925, 0.1462, 0.0014, 0.0381, 0.1038, 0.0609, 0.0914, 0.1616, -0.6502, 0.1610, 0.0081, 0.0958, 0.1087, 0.1092, 0.0977, 0.1595, -0.6586, 0.1568, 0.0078, 0.0953, 0.1023, 0.1051, 0.0956],
  "total_charge": 0,
  "smiles": "C#CPCC[C@@H](C)CCC=C(C)C.NC(N)=O.NC(N)=O.NC(N)=O.NC(N)=O.NC(N)=O.NC(N)=O.NC(N)=O.NC(N)=O.NC(N)=O",
  "total_energy_ha": -2838.67121,
  "spin_multiplicity": 1
}